Entry 1:
103
Properties=species:S:1:pos:R:3:forces:R:3 method="wB97M-V/def2-TZVPD" smiles="C[C@@H]1CCCS(=O)(=O)O1.O=C1C=C(O)C(=O)C=C1O.O=C1C=C(O)C(=O)C=C1O.O=C1C=C(O)C(=O)C=C1O.O=C1C=C(O)C(=O)C=C1O.O=C1C=C(O)C(=O)C=C1O.O=C1C=C(O)C(=O)C=C1O" homo_lumo_gap_ev=7.986 total_energy_ev=-109183.5482 e_lumo_ev=-1.76
C 10.2657 1.6799 2.4343 0.0 0.0 0.1
O 1.5757 0.2544 -1.9208 0.1 -0.1 -0.1
C 1.7949 -0.9967 -5.7773 0.0 0.0 0.0
C -7.3605 -0.1422 -3.3038 0.0 0.0 0.0
H -6.7990 -5.4045 -4.2126 0.0 0.0 0.0
C 0.0319 -3.1335 3.1647 -0.1 0.0 0.1
O 0.1772 1.5175 -3.7087 0.0 0.0 0.0
C -1.6547 -2.4964 1.5957 0.1 0.0 -0.1
H 3.1574 -2.7278 -6.1021 0.0 0.0 0.0
O -1.8403 4.8929 -1.2297 0.1 0.0 0.1
C -5.3556 -1.0169 -2.3405 0.0 0.0 0.0
H 2.6580 3.4286 0.5470 0.0 0.0 -0.1
H 1.1597 -3.6678 4.5229 0.0 0.0 0.0
C 4.7143 5.5676 4.0226 0.0 0.0 0.0
O 11.1642 0.2629 0.7827 0.0 0.0 0.0
C -1.0344 -3.4153 4.2135 0.0 0.0 0.0
H -7.8929 -4.6979 -0.0644 0.0 0.0 0.0
C -8.7819 -6.5944 -0.4636 0.0 0.0 -0.1
C -6.7471 1.2496 -3.2937 0.0 -0.1 0.0
H 7.9653 3.2526 -0.4617 0.0 0.0 0.0
O 7.6542 4.2631 1.9792 0.0 0.1 0.0
C 9.5085 1.7986 0.0458 0.0 0.0 0.0
H 0.3789 0.6035 -6.2011 0.0 0.0 0.0
H 11.0092 0.1609 -0.1794 0.0 0.0 0.0
H -5.0654 2.4715 -2.8152 0.0 0.0 0.0
O -7.5486 2.1762 -3.7849 0.0 0.0 0.0
O 1.2582 -3.3583 3.5976 0.0 0.0 0.0
C -8.0737 -5.4957 -0.7704 0.0 0.0 0.0
H -0.3125 1.1091 -0.5956 0.1 -0.2 0.0
C 3.9865 3.2961 3.8752 0.0 0.0 0.0
H -8.3709 1.7061 -4.0375 0.0 0.0 0.0
H 0.4836 -2.4961 1.1795 0.0 0.0 0.0
C 0.9480 0.1143 -5.4238 0.0 0.0 0.0
H -3.3083 2.8721 0.2778 0.0 0.0 0.0
H -3.8616 -2.2437 1.2853 0.0 0.0 0.0
O -3.9483 -2.5283 2.2180 0.0 0.0 0.0
C -6.5907 -1.2573 -2.8067 -0.1 0.0 0.0
C -0.1826 1.4052 0.4465 0.0 0.2 -0.1
O -7.2524 -6.2696 -4.2874 0.0 0.0 0.0
C -8.4984 -7.5967 -2.7973 0.0 0.0 0.0
O 1.9347 -1.4466 -6.9015 0.0 0.0 0.0
S -1.3936 4.1533 -0.0944 0.0 0.1 0.0
H 7.8225 4.4163 2.9314 0.1 -0.1 0.0
H -1.4655 2.2564 1.9640 0.0 -0.2 0.1
C -2.7190 -2.7631 2.6454 0.0 0.0 -0.1
O 5.3508 1.5419 4.7121 0.0 0.0 0.0
H -7.0292 -2.2456 -2.8209 0.1 0.1 0.0
C 8.4845 3.3044 1.6021 0.0 0.0 -0.1
C -7.7922 -6.4977 -3.1035 0.0 0.0 0.1
C 5.2717 2.8513 4.5559 -0.1 0.1 -0.1
H -3.7257 -1.5094 -1.5849 0.0 0.0 0.0
C 0.9064 0.5046 -4.1395 0.1 0.0 0.0
C 2.5577 -1.3013 -3.4016 0.0 0.0 0.0
O -1.3505 4.7606 1.2040 0.0 0.0 0.0
C -9.0303 -7.7168 -1.4620 0.0 0.0 0.0
H 3.1255 -1.7908 -2.6234 0.0 0.0 0.0
O -4.5558 -1.9536 -1.8558 0.0 -0.1 0.1
O -3.6202 0.4588 -1.8612 0.1 -0.1 0.0
C 2.5996 -1.6881 -4.6862 0.0 0.0 0.0
H -3.1749 -3.3903 4.6294 0.0 0.0 0.0
H -8.6834 -8.3912 -3.5057 0.0 0.0 0.0
H 0.3358 0.5938 0.9573 0.0 0.1 0.1
C -4.7482 0.3729 -2.3187 0.0 0.1 0.0
C 6.0082 5.1208 4.6853 -0.1 0.0 0.0
C -0.2671 -2.7007 1.9298 0.0 0.0 0.0
H -9.7703 -7.6920 0.6401 0.0 0.0 0.0
O 6.8083 6.0042 4.9453 0.0 0.0 0.0
O 0.0679 3.6354 -0.4611 0.0 -0.1 0.0
C -1.5652 1.7107 1.0218 0.1 0.1 0.0
C -2.4218 -3.1971 3.8791 0.0 0.0 0.0
H 7.1438 3.4149 5.4158 0.0 0.0 0.0
H 5.4715 7.2414 4.2149 0.0 0.0 0.0
C 8.5700 2.8549 0.3409 0.0 0.0 0.0
C -2.2801 2.6201 0.0219 0.2 0.0 0.0
C 9.3341 2.7444 2.7278 0.1 -0.1 0.0
C -7.5345 -5.3838 -2.1009 0.0 0.0 0.0
O -2.0537 -2.1096 0.5091 -0.1 0.0 0.0
C 1.7110 -0.1891 -3.0494 -0.1 0.1 0.0
H 2.8423 5.0122 3.1682 0.0 0.0 0.0
O -6.8677 -4.4459 -2.5091 -0.1 -0.1 0.0
H 0.3523 1.6136 -2.7511 0.0 0.0 0.0
O 4.6363 6.8745 3.8578 0.0 0.0 0.0
H -2.2378 2.1852 -0.9756 -0.3 0.0 0.0
O 3.3284 -2.6919 -5.1369 0.0 0.0 0.0
H 0.5565 3.1142 1.4825 0.0 0.0 0.0
C 2.1287 2.5562 0.1616 0.0 0.0 0.2
O -9.3284 -6.8198 0.7157 0.0 0.0 0.0
C 6.2218 3.7172 4.9404 0.0 0.0 0.1
O 9.1688 3.2355 3.8303 0.0 0.1 -0.1
O -8.4944 -0.2176 -3.7454 0.0 0.0 0.0
C 10.3525 1.2297 1.1741 0.0 0.0 0.0
O -0.6270 -3.8146 5.2894 0.0 0.0 0.0
O 3.2173 2.4030 3.5600 0.0 0.0 0.0
O 9.6882 1.3089 -1.0552 0.0 0.0 0.0
H -2.1395 0.8040 1.2128 -0.1 0.0 -0.2
H 4.5213 1.1823 4.3329 0.0 0.0 0.0
H 2.3300 2.4504 -0.9011 -0.1 0.0 0.0
C 3.7620 4.7007 3.6433 0.0 0.0 0.0
O -9.6790 -8.6601 -1.0457 0.0 0.0 0.0
H 10.8626 1.2805 3.2418 0.0 0.0 0.0
C -5.5119 1.4869 -2.8253 0.0 0.0 0.0
H 2.5265 1.6811 0.6774 0.0 0.0 0.0
C 0.6558 2.6761 0.4847 0.0 0.1 0.2

Entry 2:
87
Properties=species:S:1:pos:R:3:forces:R:3 method="wB97M-V/def2-TZVPD" homo_lumo_gap_ev=6.919 total_energy_ev=-118301.6362 e_lumo_ev=-3.48 total_charge=+1 e_above_lowest_kj_mol=0.0
C -3.9749 -2.8010 -1.7884 0.0 0.0 0.0
C 3.5205 -0.7965 0.8027 0.0 0.0 0.0
H 2.5757 -4.1134 -0.1584 0.0 0.0 0.0
H 0.0747 3.9233 -0.1823 0.0 0.0 0.0
H -5.2796 2.9263 2.1998 0.0 0.0 0.0
C 3.2409 1.8641 2.1422 0.0 0.0 0.0
C 0.5126 -3.7605 -0.5802 0.0 0.0 0.0
C 3.2767 1.2188 -3.2952 -0.1 0.0 0.0
C -5.8965 0.8631 4.8016 0.0 0.0 0.0
C 2.3765 0.1318 0.4145 0.0 0.0 -0.1
O 1.2074 -0.6658 0.3784 0.1 0.1 0.0
C -2.6597 -2.4226 -1.6836 0.0 -0.1 0.1
C -1.1597 -5.4413 -0.1368 0.0 0.0 0.0
N -1.9094 3.3077 -0.2633 0.1 0.0 0.0
H -5.2682 3.1848 -0.0779 0.0 0.0 0.0
H -4.6797 -2.1410 -2.2782 0.0 0.0 0.0
S -0.3459 1.4922 -1.2399 0.0 0.1 0.0
C -0.8645 4.2885 -0.6048 0.0 0.0 0.0
C -2.1547 -4.5644 -0.6280 0.0 0.0 0.0
H 4.2898 1.6759 1.9575 0.0 0.0 0.0
C 1.3958 2.8040 3.1624 0.0 0.0 0.0
C 4.7064 -1.0349 0.1757 0.0 0.0 0.0
H -4.9085 -0.3281 0.2958 0.0 0.0 0.0
Au -0.2507 -0.7901 -1.0375 -0.1 0.1 0.0
C -1.8094 4.8882 -2.8735 0.0 0.0 0.0
H -5.5224 -1.3470 2.2663 0.0 0.0 0.0
H -0.2832 5.1507 -5.8808 0.0 0.0 0.0
H -6.0082 -1.2749 4.6816 0.0 0.0 0.0
C 3.3187 2.0083 -1.1219 0.0 0.0 0.0
H -3.3436 4.8082 -0.2053 0.0 0.0 0.0
C -4.4078 -4.0474 -1.2974 0.0 0.0 0.0
H -6.0161 1.0223 0.0207 0.0 0.0 0.0
C -4.2781 2.8757 -0.4051 0.0 0.0 0.0
C 0.6901 4.6301 -4.0424 0.0 0.0 0.0
C 0.5325 4.4039 -2.6830 0.0 0.0 0.0
C 4.8694 -2.5237 1.9359 0.0 0.0 0.0
C 1.9539 -3.4109 -0.7083 0.0 0.0 0.0
H 0.7677 3.3833 3.8198 0.0 0.0 0.0
H 1.3837 4.1035 -2.0827 0.0 0.0 0.0
H 4.1220 3.1462 -2.8463 0.0 0.0 0.0
C -1.7376 -3.2942 -1.0544 -0.1 0.1 0.0
S 3.3514 -1.7819 2.2046 0.0 0.0 0.0
H -2.5109 5.3848 -4.8342 0.0 0.0 0.0
H 6.4584 -2.3559 0.4899 0.0 0.0 0.0
C -5.4286 1.9956 2.7348 0.0 0.0 0.0
H 3.3871 3.4185 3.7138 0.0 0.0 0.0
H -4.2510 2.8995 -1.4993 0.0 0.0 0.0
H -6.0968 0.8952 5.8639 0.0 0.0 0.0
C -1.7243 2.0118 -0.4030 0.0 -0.1 0.0
N -4.0226 1.5289 0.0944 0.0 0.0 0.0
C -5.3744 0.7794 2.0645 0.0 0.0 0.0
S 0.7028 1.6714 2.0817 0.0 0.0 0.0
H 2.1433 -2.4059 -0.3503 0.0 0.0 0.0
C -2.7599 1.1104 0.2346 0.0 0.1 0.0
H -1.1291 5.2087 -0.0837 0.0 0.0 0.0
H 2.2271 -3.4640 -1.7658 0.0 0.0 0.0
C -5.1293 0.7040 0.5726 0.0 0.0 0.0
N -0.4230 -2.8895 -0.9253 0.1 0.0 0.0
H -5.4513 -4.3169 -1.3877 0.0 0.0 0.0
H 5.0227 -0.5167 -0.7180 0.0 0.0 0.0
S -2.0609 -0.9494 -2.4346 0.0 0.0 0.0
S -2.2920 -0.1741 1.1316 0.0 -0.2 0.1
C -3.5179 -4.9193 -0.7363 0.0 0.0 0.0
H -3.8364 -5.8895 -0.3783 0.0 0.0 0.0
C -5.8492 -0.3535 4.1376 0.0 0.0 0.0
C 0.1447 -5.0605 -0.1567 0.0 0.0 0.0
S 2.5563 -0.0564 -2.4057 0.1 0.0 0.1
C -0.4034 4.9778 -4.8199 0.0 0.0 0.0
H -5.7236 2.9920 4.6082 0.0 0.0 0.0
C -1.6557 5.1065 -4.2332 0.0 0.0 0.0
H 0.9288 -5.7338 0.1575 0.0 0.0 0.0
C 5.4864 -2.0305 0.8294 0.0 0.0 0.0
C -5.5846 -0.3934 2.7771 0.0 0.0 0.0
H 1.6675 4.5234 -4.4941 0.0 0.0 0.0
H -3.2706 3.8153 1.2619 0.0 0.0 0.0
C -5.6833 2.0390 4.0975 0.0 0.0 0.0
H -2.7916 5.0064 -2.4290 0.0 0.0 0.0
C -3.2228 3.7944 0.1699 0.0 0.0 0.0
C 3.6412 2.2477 -2.4876 0.0 0.0 0.0
C 2.7540 2.7999 3.0950 0.0 0.0 0.0
H -1.4453 -6.4248 0.2154 0.0 0.0 0.0
H 5.2332 -3.2760 2.6169 0.0 0.0 0.0
C 2.7224 0.8023 -0.9124 0.0 -0.2 0.0
C -0.7165 4.5291 -2.0909 0.0 0.0 0.0
H 3.5333 2.6997 -0.3207 0.0 0.0 0.0
C 2.2456 1.1904 1.4998 -0.1 0.0 0.0
H 3.3837 1.1348 -4.3644 0.0 0.0 0.0